[1]
DFT (the ωB97M-V functional and the def2-TZVPD basis) results for C18H14F5IN2OTc as an isolated structure at a distorted geometry.

Results
- LUMO (alpha / beta): -8.62 / -12.25 eV
- 2S+1: 4
- Net charge: +2
- Gap between HOMO and LUMO (alpha / beta): 5.40 / 1.81 eV

Each line ends with the natural charge from an NBO analysis.
Atoms and positions in Å:
C (-0.877471, 1.038703, 4.469678)  -0.606
C (-1.081446, 2.450712, 3.939493)  -0.601
H (-1.798632, 0.457342, 4.437219)  0.200
H (-0.477505, 0.968831, 5.487001)  0.235
H (-0.165630, 0.531626, 3.823935)  0.175
H (-1.494122, 2.399250, 2.929246)  0.155
H (-1.759724, 3.067332, 4.543439)  0.234
H (-0.131196, 2.986502, 3.876411)  0.217
C (-1.271259, -2.684320, -0.525221)  0.195
C (-1.846912, -3.620955, -1.376144)  -0.093
C (-2.344169, -3.185545, -2.597898)  -0.151
C (-2.204139, -1.847707, -2.919505)  -0.062
H (-0.823387, -3.001159, 0.399366)  0.269
H (-1.898255, -4.669222, -1.092406)  0.284
H (-2.792241, -3.864312, -3.315459)  0.282
H (-2.417315, -1.466139, -3.910502)  0.248
N (-1.310693, -1.343758, -0.757090)  -0.423
C (-1.726205, -0.916308, -1.978115)  0.216
C (-1.560869, 0.515635, -2.257016)  0.197
N (-1.064072, 1.280742, -1.241503)  -0.466
C (-0.756940, 2.597206, -1.511021)  0.140
C (-1.603000, 2.411663, -3.771185)  -0.150
C (-1.034972, 3.192407, -2.752981)  -0.097
H (-0.286948, 3.160097, -0.699242)  0.261
H (-0.814920, 4.254359, -2.923648)  0.284
C (-1.805692, 1.064081, -3.529468)  -0.084
H (-2.124091, 0.369257, -4.302382)  0.247
H (-1.870226, 2.826513, -4.739741)  0.281
Tc (-0.954656, 0.209121, 0.645799)  1.138
I (-2.554028, -0.967623, 2.253514)  -0.152
F (6.172418, -1.266049, 1.260763)  -0.257
C (4.896899, -0.964473, 0.952104)  0.302
C (4.018641, -2.017480, 0.677384)  0.289
F (4.473928, -3.287664, 0.616343)  -0.264
C (2.689672, -1.738705, 0.466609)  0.297
F (1.763653, -2.703314, 0.233344)  -0.310
C (2.211816, -0.395040, 0.600631)  0.181
O (0.922242, -0.160347, 0.772280)  -0.671
C (3.148573, 0.672757, 0.784048)  0.293
F (2.665748, 1.938196, 0.868358)  -0.292
C (4.483048, 0.370590, 0.980288)  0.327
F (5.404078, 1.337195, 1.183272)  -0.270

Force components x, y, z for each atom (eV/Å):
0.03 -0.03 0.29
0.17 0.18 0.40
0.09 0.20 0.24
-0.10 0.32 -0.18
0.22 -0.28 -0.07
-0.18 0.10 -0.28
0.10 -0.29 -0.16
-0.07 -0.02 0.00
0.11 2.25 0.82
-0.53 -0.41 -1.26
0.01 -0.14 -0.03
-0.09 0.26 -0.68
0.08 0.12 0.30
0.13 0.19 0.03
0.09 -0.02 0.12
-0.27 -0.40 0.05
0.17 -0.77 0.30
0.58 0.95 0.51
0.23 -0.72 0.49
0.50 1.80 0.03
-0.33 -2.03 0.82
0.18 0.22 0.28
-0.35 -0.10 -0.83
-0.26 -0.23 -0.23
-0.07 -0.51 0.19
-0.15 -0.36 -0.23
-0.10 0.56 -0.05
0.20 0.04 0.19
1.34 -1.62 -0.79
-0.41 0.09 -0.23
-1.10 0.38 -0.53
0.97 -0.38 0.50
0.56 -0.81 -0.19
-0.41 1.22 0.10
-1.12 1.28 0.19
0.62 0.42 0.19
1.53 -0.04 0.15
-1.63 0.58 -0.20
-1.13 -0.58 -0.02
0.49 -1.06 -0.05
0.90 0.52 -0.07
-0.99 -0.89 -0.10


[2]
DFT (the ωB97M-V functional and the def2-TZVPD basis) results for C18H14N7O2S2V as an isolated structure at a distorted geometry.

Results
- LUMO (alpha / beta): -2.90 / -2.96 eV
- 2S+1: 4
- Net charge: +1
- Gap between HOMO and LUMO (alpha / beta): 7.08 / 8.15 eV
- Energy relative to the best compared isomer or geometry (same formula, charge and spin): 9.43 kcal/mol

Each line ends with the natural charge from an NBO analysis.
Atoms and positions in Å:
V (0.027776, 0.004951, 0.312989)  1.109
O (-2.961323, -1.772952, 2.357774)  -0.516
C (-1.984254, -1.439583, 1.737757)  0.637
N (-1.598858, -0.172090, 1.327915)  -0.815
C (-2.225900, 0.980197, 1.775761)  0.637
O (-3.248632, 1.090917, 2.402012)  -0.517
C (-1.409099, 2.197953, 1.378799)  0.114
C (-1.776919, 3.454244, 1.818403)  -0.192
C (-0.985922, 4.539454, 1.477205)  -0.131
C (0.142215, 4.320835, 0.699441)  -0.231
C (0.443156, 3.033276, 0.298871)  0.062
N (-0.306458, 1.973501, 0.632556)  -0.498
C (-0.949774, -2.458390, 1.292679)  0.113
C (-1.062842, -3.780119, 1.676070)  -0.191
C (-0.079610, -4.675322, 1.287327)  -0.132
C (0.977607, -4.208562, 0.519321)  -0.230
C (1.020337, -2.870665, 0.177336)  0.060
N (0.083260, -1.991255, 0.559442)  -0.496
H (-2.672922, 3.546457, 2.416205)  0.263
H (-1.239999, 5.536407, 1.810196)  0.238
H (0.787032, 5.137051, 0.406381)  0.239
H (1.311840, 2.831917, -0.315708)  0.205
H (-1.919525, -4.070410, 2.268187)  0.263
H (-0.132646, -5.716086, 1.576028)  0.238
H (1.765118, -4.870695, 0.188718)  0.239
H (1.827699, -2.478262, -0.428242)  0.205
N (3.530104, 0.308208, 1.062172)  -0.782
C (3.152091, 0.304761, -0.231385)  0.277
N (1.907546, 0.198304, -0.630945)  -0.583
C (1.828794, 0.226585, -2.024639)  0.085
C (3.008548, 0.356962, -2.663645)  -0.410
S (4.300513, 0.449998, -1.522196)  0.438
C (0.483111, 0.096651, -2.573364)  0.174
C (0.075356, 0.076586, -3.856878)  -0.434
S (-1.637410, -0.121057, -3.932100)  0.443
C (-1.703875, -0.166428, -2.199642)  0.281
N (-0.527288, -0.040204, -1.622656)  -0.583
N (-2.858536, -0.328896, -1.537073)  -0.778
H (2.841750, 0.200011, 1.786422)  0.412
H (4.496819, 0.380910, 1.320717)  0.422
H (3.200345, 0.401913, -3.722040)  0.261
H (0.662721, 0.164002, -4.754721)  0.259
H (-3.736154, -0.358291, -2.023025)  0.421
H (-2.855794, -0.292784, -0.528424)  0.428

Force components x, y, z for each atom (eV/Å):
1.64 0.25 -0.27
0.04 -0.05 -0.01
-0.07 0.12 -0.01
-1.58 -0.17 1.19
-0.03 -0.16 0.04
0.02 0.08 -0.03
0.02 0.05 0.09
-0.07 0.01 -0.05
0.05 -0.06 -0.04
-0.04 0.07 0.03
-0.01 -0.05 -0.08
-0.39 1.53 0.43
0.06 -0.04 0.10
-0.09 -0.01 -0.04
0.04 0.07 -0.04
-0.03 -0.07 0.02
-0.02 0.04 -0.07
-0.06 -1.72 0.38
0.01 0.00 0.01
-0.01 0.00 0.00
0.00 -0.01 -0.01
0.01 -0.03 0.02
0.01 0.00 0.01
-0.01 0.00 0.00
0.00 0.01 -0.01
0.00 0.03 0.02
-0.02 0.01 -0.04
0.14 0.03 -0.19
0.61 0.07 -0.30
0.14 0.00 -0.01
-0.06 0.00 -0.01
-0.08 -0.01 0.12
-0.10 -0.03 -0.06
0.03 0.01 0.03
-0.02 -0.01 0.10
0.07 0.02 -0.23
-0.22 0.02 -1.20
0.00 0.01 0.06
0.03 0.00 0.00
-0.01 -0.01 0.04
0.00 0.00 0.00
0.01 0.00 0.00
0.00 0.00 0.01
0.00 0.00 -0.01


[3]
DFT (the ωB97M-V functional and the def2-TZVPD basis) results for one molecule with the formula C18H14O5S at a distorted geometry.

Results
- SMILES: O=C(O)C(=O)c1ccc(OCCOc2ccc3ccccc3c2)s1
- LUMO: -0.56 eV
- Gap between HOMO and LUMO: 7.59 eV

Each line ends with the natural charge from an NBO analysis.
Atoms and positions in Å:
O (5.639810, 0.699840, 0.960181)  -0.566
C (5.581436, 1.469131, 0.017460)  0.712
O (6.364374, 2.574265, 0.002460)  -0.657
C (4.623414, 1.290642, -1.113099)  0.427
O (5.115878, 1.263337, -2.261209)  -0.499
C (3.196633, 1.500972, -0.878137)  -0.299
C (2.654453, 2.048233, 0.246929)  -0.153
C (1.149454, 2.018887, 0.186521)  -0.316
C (0.700854, 1.792265, -1.097063)  0.146
O (-0.638892, 1.527692, -1.258965)  -0.473
C (-0.965171, 1.263053, -2.666821)  -0.119
C (-0.783240, -0.289421, -2.878398)  -0.080
O (-1.868956, -1.165378, -2.507641)  -0.518
C (-2.249745, -1.265267, -1.200418)  0.280
C (-3.635474, -0.916401, -0.851407)  -0.238
C (-4.012100, -0.877571, 0.515233)  -0.171
C (-3.073583, -1.312181, 1.494114)  -0.094
C (-3.231270, -1.317821, 2.863085)  -0.170
C (-2.269276, -1.719961, 3.743716)  -0.233
C (-1.021446, -2.128832, 3.344816)  -0.207
C (-0.818001, -2.282608, 1.938166)  -0.186
C (-1.795300, -1.763653, 1.042083)  -0.041
C (-1.419108, -1.743248, -0.296157)  -0.242
S (1.983265, 1.365570, -2.204635)  0.383
H (6.716749, 2.676971, 0.893045)  0.501
H (3.142152, 2.107482, 1.229711)  0.242
H (0.544368, 2.190381, 1.083557)  0.245
H (-0.406064, 1.791789, -3.411793)  0.198
H (-2.006192, 1.487461, -2.843353)  0.215
H (-0.635567, -0.405186, -3.977167)  0.197
H (0.117612, -0.624484, -2.441159)  0.185
H (-4.417602, -0.577266, -1.662862)  0.234
H (-5.093027, -0.678133, 0.795940)  0.222
H (-4.152506, -0.957985, 3.238941)  0.204
H (-2.561722, -1.691626, 4.777251)  0.214
H (-0.198697, -2.525683, 4.030227)  0.221
H (0.102516, -2.830103, 1.644029)  0.218
H (-0.380029, -1.995165, -0.497180)  0.219

Force components x, y, z for each atom (eV/Å):
-0.36 0.43 -1.03
0.87 -0.59 2.99
-1.01 -0.16 -1.10
0.74 1.98 -3.97
-1.04 -0.76 2.22
-0.20 0.52 -0.37
-3.13 -1.99 0.64
2.61 1.18 -0.30
-0.57 -1.15 2.35
1.14 1.16 -2.29
-0.83 -2.92 1.46
-1.02 0.83 -1.49
0.02 1.00 -1.28
-2.56 1.08 -1.26
-0.83 0.91 0.57
-0.63 -0.62 -2.06
1.52 -0.09 -1.04
-0.51 0.09 0.32
-0.73 0.62 0.96
2.11 -2.04 -2.09
-0.13 0.46 2.76
0.72 -0.98 1.05
1.30 -0.21 0.73
0.78 0.12 0.94
0.26 -0.26 0.19
0.07 0.25 -0.71
0.05 -0.03 -0.70
0.79 0.57 0.03
-0.36 0.25 0.34
-0.41 -0.29 0.67
1.01 -0.28 0.77
1.93 -0.83 1.61
1.59 -0.01 -0.32
-0.91 0.18 0.51
0.24 0.04 0.43
-1.49 0.76 -0.80
-0.74 0.85 -0.32
-0.28 -0.07 -0.38


[4]
DFT (the ωB97M-V functional and the def2-TZVPD basis) results for C18H15As5F30HgN3O6 as an isolated structure at a distorted geometry.

Results
- LUMO: 4.26 eV
- Net charge: -3
- Gap between HOMO and LUMO: 7.84 eV
- Energy relative to the best compared isomer or geometry (same formula, charge and spin): 38.75 kcal/mol

Each line ends with the Löwdin charge.
Atoms and positions in Å:
Hg (0.755618, 0.682471, -0.074931)  1.302
As (-1.642065, 3.965645, 0.562410)  0.936
F (-0.297494, 4.987026, 1.162831)  -0.271
F (-2.910411, 5.030519, 1.218328)  -0.311
F (-2.890205, 2.886427, -0.103811)  -0.287
F (-0.348329, 2.809707, 0.053793)  -0.325
F (-1.636846, 3.051042, 2.124698)  -0.309
F (-1.605158, 5.080745, -0.892914)  -0.299
As (2.273806, 1.975630, 3.267191)  0.958
F (3.711429, 1.742668, 2.217736)  -0.261
F (1.204798, 1.478419, 1.835598)  -0.375
F (0.675756, 2.165778, 4.118644)  -0.309
F (3.058472, 2.404028, 4.754025)  -0.270
F (2.225765, 3.635727, 2.670129)  -0.239
F (2.319768, 0.173489, 3.765601)  -0.343
As (4.701580, 0.259343, -1.176825)  0.872
F (6.304385, -0.182073, -1.857878)  -0.314
F (4.552892, 1.567195, -2.391827)  -0.265
F (2.977935, 0.648426, -0.531723)  -0.368
F (4.689042, -1.128624, -0.114920)  -0.265
F (5.452344, 1.323052, -0.058027)  -0.227
F (4.003343, -0.771702, -2.416114)  -0.278
As (0.862669, 0.876382, -4.133310)  0.880
F (0.284519, 2.543854, -3.879616)  -0.275
F (-0.809350, 0.345290, -3.860380)  -0.291
F (1.472811, -0.727711, -4.514804)  -0.264
F (2.446962, 1.585400, -4.325110)  -0.241
F (1.076935, 0.766726, -2.311803)  -0.339
F (0.436976, 1.071779, -5.870327)  -0.320
As (2.780426, 4.418260, -1.265889)  0.898
F (4.365868, 3.976592, -0.743007)  -0.259
F (3.177188, 3.658086, -2.849911)  -0.292
F (1.108225, 4.755684, -1.902343)  -0.306
F (2.561670, 5.243658, 0.335280)  -0.310
F (3.217642, 6.067934, -1.865952)  -0.334
F (2.104531, 2.936733, -0.551946)  -0.316
C (4.235262, -5.577803, 0.668259)  -0.068
C (3.879035, -4.465063, 1.439416)  -0.068
C (2.892592, -3.583996, 1.007318)  0.012
C (2.450775, -3.604050, -0.319848)  -0.108
C (2.776870, -4.725289, -1.075761)  -0.025
C (3.601989, -5.693914, -0.604959)  -0.091
N (1.687897, -2.475686, -0.887120)  -0.253
O (1.368269, -1.562739, -0.102875)  -0.043
O (1.325047, -2.512846, -2.055379)  0.120
H (5.051823, -6.219989, 0.964240)  0.090
H (4.337485, -4.443097, 2.417583)  0.101
H (2.731864, -2.715289, 1.630044)  0.125
H (2.342931, -4.871450, -2.054629)  0.119
H (3.952383, -6.520699, -1.206266)  0.093
C (-4.742477, -1.113533, 4.495924)  -0.085
C (-4.524386, -2.214965, 3.660789)  -0.120
C (-3.452148, -2.339100, 2.855711)  -0.016
C (-2.420350, -1.344227, 2.985639)  -0.103
C (-2.561074, -0.279227, 3.878623)  0.042
C (-3.750951, -0.158340, 4.638470)  -0.048
N (-1.208612, -1.451776, 2.158471)  -0.266
O (-0.704632, -0.363353, 1.728928)  0.001
O (-0.794565, -2.555832, 1.835960)  0.084
H (-5.643520, -1.139524, 5.091798)  0.095
H (-5.215558, -3.043986, 3.598709)  0.098
H (-3.278794, -3.264285, 2.325971)  0.114
H (-1.774447, 0.450958, 4.007699)  0.124
H (-3.895132, 0.648598, 5.341750)  0.106
C (-6.046050, 0.113383, -2.934134)  -0.096
C (-5.884389, -1.112506, -2.279561)  -0.103
C (-4.628290, -1.455355, -1.786048)  -0.012
C (-3.551113, -0.510725, -1.752665)  -0.093
C (-3.828570, 0.809935, -2.186751)  0.041
C (-5.067817, 1.096993, -2.794597)  -0.046
N (-2.211623, -0.854800, -1.240541)  -0.294
O (-1.964040, -2.033816, -1.159944)  0.095
O (-1.406940, 0.035524, -0.956968)  0.001
H (-7.057847, 0.367083, -3.217251)  0.092
H (-6.729652, -1.784397, -2.245044)  0.090
H (-4.554393, -2.418634, -1.301918)  0.101
H (-3.052604, 1.489541, -1.861876)  0.106
H (-5.347742, 2.094635, -3.100054)  0.106

Force components x, y, z for each atom (eV/Å):
0.32 1.00 -1.07
1.93 1.95 0.76
-1.78 -1.03 -0.22
0.62 -0.77 -0.26
0.81 0.65 0.18
-1.53 0.54 -0.41
-0.46 0.69 -1.42
-0.45 -2.25 1.45
-0.72 0.00 -1.16
-1.61 -0.17 1.83
0.85 0.35 1.73
1.68 -0.42 -0.72
0.22 -0.25 -0.57
-0.15 -1.71 1.04
-0.11 2.28 -0.69
-0.47 1.43 -2.89
-0.80 0.11 0.85
0.32 -1.47 1.80
2.34 -0.79 -0.37
0.19 0.37 0.16
-0.39 -0.66 0.05
-0.26 -0.14 0.68
-0.24 2.84 -0.86
0.13 -1.44 -0.05
0.76 -0.50 0.02
-0.63 0.81 0.81
-1.02 -1.24 -0.02
0.01 -0.52 -1.62
0.44 -0.35 0.98
-1.66 0.99 -0.68
-0.02 0.35 -0.10
-0.62 1.18 1.70
1.81 -0.23 0.98
-0.13 -0.81 -1.62
0.22 -1.30 0.16
0.46 0.72 -0.47
-1.09 1.49 -1.32
-0.23 -1.96 -0.17
0.94 1.57 -0.39
0.61 -0.72 1.18
-1.23 0.61 -1.19
2.13 -0.87 1.91
-1.60 0.75 -0.74
0.86 -1.82 -0.42
0.87 -0.30 1.64
-0.16 -0.23 0.05
-0.19 0.71 0.14
-0.44 0.10 -0.08
0.07 0.39 -0.17
-0.45 -0.04 -0.37
0.46 -0.58 0.06
-1.34 -0.11 0.17
3.05 0.91 0.20
-1.22 -0.21 0.42
-0.40 -0.24 -0.21
0.18 -0.62 -0.59
1.55 1.79 -2.03
-1.71 -2.79 1.84
-0.59 0.78 0.69
-0.03 0.40 0.10
-0.44 0.17 0.26
0.09 0.24 -0.43
0.16 0.07 -0.26
0.23 0.15 -0.10
0.08 0.10 1.71
1.05 0.47 -0.92
0.76 0.24 0.68
-2.58 0.79 -1.00
0.37 -1.45 0.72
0.31 -0.35 0.15
0.68 0.50 0.04
-0.03 -0.44 0.22
-1.83 -0.47 -0.58
0.08 0.21 -0.55
0.17 -0.28 0.14
0.47 -0.08 -0.07
-0.13 0.73 -0.70
0.47 0.16 -0.03